*w*
This record from OMol25 describes a cluster of 2 separate species, C10H16 in total. The level of theory is ωB97M-V/def2-TZVPD.

Positions of all 26 atoms, in Å:
C  0.7049  -0.2162  3.6682
C  0.1336  -0.9185  2.4695
C  0.6835  -0.7843  1.2042
C  0.1502  -1.4183  0.0949
C  -0.9870  -2.2029  0.2413
C  -1.6812  -2.1321  1.4450
C  -1.0967  -1.5727  2.5726
H  1.2107  0.6943  3.3486
H  1.5160  -0.7997  4.1031
H  -0.0662  0.0180  4.3969
H  1.4699  -0.0404  1.1059
H  0.6450  -1.3480  -0.8666
H  -1.3833  -2.7513  -0.6021
H  -2.6241  -2.6541  1.5042
H  -1.7330  -1.4945  3.4454
C  0.9944  1.0536  -3.5129
C  -0.2524  1.3821  -2.6860
C  -0.0280  2.3748  -1.5369
H  1.9007  1.0466  -2.8976
H  0.9573  0.0419  -3.9130
H  1.1502  1.7434  -4.3461
H  -0.9541  1.8320  -3.3901
H  -0.6993  0.4540  -2.3114
H  -0.9025  3.0152  -1.4300
H  -0.0619  1.8451  -0.5763
H  0.9531  2.8320  -1.5310

Its HOMO energy is -0.332 Ha. The multiplicity is 1. The calculation puts the HOMO-LUMO gap at 10.07 eV. As for the total charge: 0.

---

*x*
This record from OMol25 describes a cluster of 2 separate species, C10H16 in total. The level of theory is ωB97M-V/def2-TZVPD.

Positions of all 26 atoms, in Å:
C  -2.1336  0.0948  0.0481
C  -1.2822  0.5648  1.1718
C  -0.6237  -0.3215  2.0151
C  0.3743  0.1391  2.8924
C  0.6087  1.4875  3.0269
C  -0.0578  2.4417  2.2195
C  -0.9268  1.9285  1.2923
H  -2.6173  0.9097  -0.5007
H  -3.0046  -0.5197  0.3049
H  -1.5816  -0.4949  -0.6715
H  -0.8739  -1.3732  1.9655
H  0.8972  -0.6194  3.4592
H  1.3476  1.8011  3.7536
H  0.2793  3.4550  2.3695
H  -1.3909  2.4621  0.4613
C  0.1576  -2.0561  -2.2140
C  0.8839  -0.8278  -1.6193
C  2.0853  -0.3781  -2.4802
H  -0.9205  -1.9787  -2.0377
H  0.1672  -2.0477  -3.3049
H  0.4543  -2.9878  -1.7415
H  1.0843  -0.8784  -0.5487
H  0.1621  -0.0021  -1.6361
H  1.8959  -0.6301  -3.5214
H  2.9611  -0.8768  -2.0805
H  2.0539  0.7081  -2.6238

Its HOMO energy is -0.331 Ha. The multiplicity is 1. The calculation puts the HOMO-LUMO gap at 9.97 eV. As for the total charge: 0.

---

*w* is favored, and the nearest alternative lies 8.3 kcal/mol above it.

---

*w*
This record from OMol25 describes a cluster of 2 separate species, C10H16 in total. The level of theory is ωB97M-V/def2-TZVPD.

Positions of all 26 atoms, in Å:
C  -1.4576  2.6352  0.5161
C  -0.9198  1.7925  -0.5995
C  -1.6291  0.7256  -1.0963
C  -1.0659  -0.2156  -1.9808
C  0.2297  0.0051  -2.4073
C  0.8123  1.2438  -2.1757
C  0.2999  2.1138  -1.2219
H  -2.1871  3.3740  0.1905
H  -0.6981  3.2281  1.0279
H  -1.8206  2.0238  1.3454
H  -2.6046  0.4228  -0.7251
H  -1.5556  -1.1675  -2.1123
H  0.8261  -0.7871  -2.8389
H  1.7509  1.5484  -2.6240
H  0.9060  2.9241  -0.8403
C  1.7214  -0.9473  1.0050
C  0.9687  -1.8226  2.0257
C  -0.1377  -2.6382  1.3822
H  2.7969  -0.8895  1.1800
H  1.2820  0.0326  0.8628
H  1.6865  -1.4420  0.0278
H  1.6821  -2.5019  2.4567
H  0.6015  -1.1653  2.7984
H  -0.8664  -1.9591  0.9257
H  0.1229  -3.4404  0.7079
H  -0.7443  -3.0934  2.1701

Its HOMO energy is -0.332 Ha. The multiplicity is 1. The calculation puts the HOMO-LUMO gap at 10.02 eV. As for the total charge: 0.

---

*x*
This record from OMol25 describes a cluster of 2 separate species, C10H16 in total. The level of theory is ωB97M-V/def2-TZVPD.

Positions of all 26 atoms, in Å:
C  -0.8405  -2.3194  -1.0358
C  -0.8481  -1.2054  0.1906
C  0.5226  -1.1974  0.9261
C  1.6240  -0.5079  0.3065
C  2.8956  -0.5275  0.8989
C  3.0509  -1.2095  2.1391
C  1.9593  -2.0195  2.6065
C  0.7151  -1.9174  2.0485
H  -1.6199  -1.9175  -1.7071
H  -0.9905  -3.4002  -0.8364
H  0.0823  -2.3718  -1.6446
H  -1.1233  -0.3090  -0.2657
H  -1.6149  -1.2206  0.9653
H  1.4171  -0.1799  -0.6225
H  3.5469  -0.1604  0.1784
H  3.9746  -1.0566  2.5416
H  1.9846  -2.5211  3.5756
H  -0.0538  -2.6660  2.2547
C  -2.2317  3.0055  -2.0728
C  -1.3507  3.7072  -1.1559
H  -2.3259  1.9813  -1.8664
H  -3.3759  3.0708  -1.8019
H  -2.2672  3.2557  -3.1008
H  -1.3809  4.7713  -1.2502
H  -0.2548  3.3899  -1.2681
H  -1.4949  3.5255  -0.0034

Its HOMO energy is -0.325 Ha. The multiplicity is 1. The calculation puts the HOMO-LUMO gap at 9.72 eV. As for the total charge: 0.

---

*w* is favored, and the nearest alternative lies 46.4 kcal/mol above it.

---

*w*
This record from OMol25 describes a cluster of 2 separate species, C10H16 in total. The level of theory is ωB97M-V/def2-TZVPD.

Positions of all 26 atoms, in Å:
C  -3.3810  0.2814  -1.1841
C  -2.3026  0.5338  -0.0970
C  -1.0275  -0.2205  -0.2480
C  -0.0162  0.2501  -1.0645
C  1.2325  -0.3655  -0.9893
C  1.4501  -1.5211  -0.2492
C  0.3515  -2.0815  0.3886
C  -0.8403  -1.3856  0.5083
H  -4.3419  0.7287  -0.9471
H  -3.4871  -0.8068  -1.2616
H  -2.9886  0.5723  -2.1601
H  -2.1434  1.6243  -0.1569
H  -2.8522  0.5803  0.8479
H  -0.0995  1.0883  -1.7374
H  2.0113  -0.1304  -1.7083
H  2.4658  -1.7888  -0.0032
H  0.5050  -2.9327  1.0434
H  -1.5081  -1.5389  1.3444
C  2.2929  1.9655  0.5636
C  2.0228  1.3399  1.9192
H  3.3469  1.8519  0.3116
H  1.6135  1.6150  -0.2023
H  2.1726  3.0569  0.5369
H  1.2401  1.8133  2.5203
H  2.8833  1.5201  2.5507
H  1.8225  0.2704  1.9182

Its HOMO energy is -0.329 Ha. The multiplicity is 1. The calculation puts the HOMO-LUMO gap at 9.97 eV. As for the total charge: 0.

---

*x*
This record from OMol25 describes a cluster of 2 separate species, C10H16 in total. The level of theory is ωB97M-V/def2-TZVPD.

Positions of all 26 atoms, in Å:
C  2.4210  -0.0900  -2.1328
C  1.7622  -0.3402  -0.7668
C  0.4412  0.3769  -0.6288
C  -0.7272  -0.2786  -1.0015
C  -1.9493  0.3967  -0.9072
C  -1.9913  1.7049  -0.4692
C  -0.8287  2.3672  -0.0994
C  0.3825  1.6996  -0.1904
H  2.2840  0.9449  -2.4434
H  1.9518  -0.6976  -2.9095
H  3.4845  -0.3174  -2.0827
H  1.6157  -1.4062  -0.5967
H  2.4428  0.0274  0.0061
H  -0.6664  -1.2930  -1.3743
H  -2.8648  -0.1282  -1.1512
H  -2.9478  2.2071  -0.4169
H  -0.8627  3.3919  0.2463
H  1.2896  2.1963  0.1355
C  0.0292  -1.7485  2.0723
C  -0.3274  -2.6836  3.2280
H  1.0612  -1.4057  2.1262
H  -0.1182  -2.2810  1.1307
H  -0.6528  -0.8985  2.0569
H  -1.3880  -2.9324  3.2140
H  -0.1269  -2.2099  4.1912
H  0.2650  -3.5979  3.1883

Its HOMO energy is -0.332 Ha. The multiplicity is 1. The calculation puts the HOMO-LUMO gap at 9.98 eV. As for the total charge: 0.

---

*y*
This record from OMol25 describes a cluster of 2 separate species, C10H16 in total. The level of theory is ωB97M-V/def2-TZVPD.

Positions of all 26 atoms, in Å:
C  -2.7387  -1.5434  0.0451
C  -2.3877  -0.0799  -0.1282
C  -1.9813  0.7037  0.9449
C  -1.7658  2.0585  0.8173
C  -1.8899  2.6522  -0.4429
C  -2.2374  1.8588  -1.5187
C  -2.5430  0.5038  -1.3834
H  -2.4370  -2.1751  -0.7843
H  -3.7954  -1.5906  0.2688
H  -2.2360  -1.9546  0.9218
H  -1.9236  0.2214  1.9161
H  -1.5175  2.6948  1.6589
H  -1.7089  3.7073  -0.5736
H  -2.2780  2.3081  -2.5119
H  -2.7326  -0.0331  -2.3027
C  3.5294  0.3711  0.1949
C  2.6939  -0.8528  -0.1359
C  2.9799  -2.0979  0.6859
H  2.9961  1.2879  -0.0564
H  4.4914  0.3450  -0.3284
H  3.7981  0.4669  1.2500
H  1.6308  -0.5868  -0.0178
H  2.7202  -1.0379  -1.2036
H  2.7297  -1.9183  1.7156
H  2.5471  -3.0112  0.2857
H  4.0563  -2.2980  0.6827

Its HOMO energy is -0.333 Ha. The multiplicity is 1. The calculation puts the HOMO-LUMO gap at 9.99 eV. As for the total charge: 0.

---

*x* is favored, and the nearest alternative lies 5.7 kcal/mol above it.

---

*w*
This record from OMol25 describes a cluster of 7 separate species, H13O6S in total. The level of theory is ωB97M-V/def2-TZVPD.

Positions of all 20 atoms, in Å:
S  -2.5638  0.7937  1.4588
H  -1.6430  1.3886  0.7826
H  1.2170  2.8224  -0.2858
H  -0.1048  3.0206  0.3713
O  0.4110  3.2723  -0.4393
H  1.4300  -0.7952  -0.7585
H  1.0245  0.2054  -1.8299
O  1.7296  0.0499  -1.1800
H  3.3476  -0.0387  0.1554
H  1.8956  -0.2548  0.6726
O  2.8475  -0.1702  0.9807
H  -0.0778  -2.5820  -1.0574
H  0.2757  -2.5491  0.4966
O  0.6743  -2.5642  -0.3933
H  -2.6537  1.3313  -1.9792
H  -2.8347  0.0199  -1.0676
O  -2.6492  0.3562  -1.9863
H  -1.4828  -1.1914  1.5771
H  -0.2289  -1.4078  2.6578
O  -0.6139  -1.7070  1.8243

Its HOMO energy is -0.146 Ha. The multiplicity is 1. The calculation puts the HOMO-LUMO gap at 7.31 eV. As for the total charge: -1.

---

*x*
This record from OMol25 describes a cluster of 7 separate species, H13O6S in total. The level of theory is ωB97M-V/def2-TZVPD.

Positions of all 20 atoms, in Å:
S  1.0883  -1.0798  0.8750
H  0.4958  -2.2709  0.7960
H  -1.3690  0.5323  -0.8384
H  0.1110  0.0340  -0.9786
O  -0.4882  0.8090  -1.0812
H  1.0508  0.0855  3.3094
H  -0.4265  -0.1624  3.3092
O  0.3272  -0.1470  3.9017
H  -3.2884  3.2108  -4.5818
H  -4.6502  2.7577  -4.2735
O  -4.0992  2.9751  -5.0330
H  0.4370  2.1755  0.8594
H  -0.4832  2.8502  -0.0618
O  0.0814  3.0574  0.6934
H  4.4571  -1.5515  1.3501
H  3.2602  -2.2463  0.8906
O  4.2346  -2.3159  0.8044
H  -1.7918  -1.4788  -0.9850
H  -0.8796  -2.6059  -0.8659
O  -1.8160  -2.3830  -0.7756

Its HOMO energy is -0.159 Ha. The multiplicity is 1. The calculation puts the HOMO-LUMO gap at 6.84 eV. As for the total charge: -1.

---

*x* is favored, and the nearest alternative lies 3.3 kcal/mol above it.